Record 1
A 2-piece molecular cluster, C5H11N2 overall in a non-equilibrium geometry, computed with the ωB97M-V functional and the def2-TZVPD basis.

Each line ends with the Mulliken charge.
Cartesian coordinates (Å):
N -0.046 -1.650 -1.760  -0.002
N 0.017 1.084 0.003  -0.285
C 0.164 1.940 -1.188  -0.869
C -0.246 -2.666 -0.744  -0.372
C 0.094 0.349 2.299  -1.129
C -0.688 -1.303 -0.696  0.091
C 0.163 1.369 1.249  0.091
H -0.955 -3.588 -0.876  0.225
H 0.241 -1.456 -2.631  0.217
H -0.561 2.796 -1.233  0.317
H -0.665 -0.396 2.048  0.340
H 1.109 2.503 -1.191  0.361
H 0.103 1.349 -2.048  0.242
H -0.517 -0.248 -0.238  0.317
H 0.647 -3.011 -0.190  0.250
H 0.197 2.324 1.562  0.573
H -0.013 0.845 3.313  0.303
H 0.957 -0.242 2.321  0.329

Values from the calculation:
Relative energy (zero: lowest compared OMol25 entry of this formula, charge and spin): 4.920 eV
E_LUMO: -4.715 eV
E: -306.20268 hartree
Max |F|: 5.63 eV Å⁻¹
Spin multiplicity: 1
Charge: +1

=====

Record 2
C5H8N4 in the gas phase in a non-equilibrium geometry, computed with the ωB97M-V functional and the def2-TZVPD basis.

Each line ends with the Mulliken charge.
Cartesian coordinates (Å):
N -1.231 -0.158 1.698  -0.572
N 0.704 -1.164 -0.975  -0.149
N 0.434 -0.236 -2.041  -0.533
N -1.561 0.942 0.862  -0.207
C -0.096 -0.820 1.525  -0.121
C 0.979 -0.632 0.470  -0.257
C -0.416 0.738 -1.769  -0.687
C -0.658 0.655 -0.334  0.052
C 0.827 0.834 0.269  -0.757
H -0.894 -0.431 -0.302  0.614
H 0.032 -1.561 2.348  0.423
H 1.441 1.356 -0.395  0.319
H 1.265 -2.048 -1.338  0.296
H 0.762 1.436 1.151  0.399
H -2.582 0.814 0.634  0.363
H 1.920 -0.983 0.801  0.417
H -0.925 1.260 -2.605  0.401

Values from the calculation:
SMILES string: C1=NN[C@@H]2C=NN[C@@H]1C2
Relative energy (zero: lowest compared OMol25 entry of this formula, charge and spin): 5.603 eV
E_LUMO: 0.962 eV
E: -414.12626 hartree
Max |F|: 3.49 eV Å⁻¹
Spin multiplicity: 1

=====

Record 3
A 12-piece molecular cluster, C40H56O36 overall in a non-equilibrium geometry, computed with the ωB97M-V functional and the def2-TZVPD basis.

Each line ends with the Mulliken charge.
Cartesian coordinates (Å):
O 16.263 -13.810 -7.986  -0.351
O 22.528 -17.621 -12.581  -0.514
O 20.291 -12.439 -10.846  -0.389
O 23.521 -16.209 -5.651  -0.591
O 19.490 -12.451 -12.919  -0.392
O 19.880 -22.917 -7.095  -0.475
O 16.217 -18.950 -11.868  0.308
O 21.913 -19.188 -3.042  -0.446
O 13.784 -20.054 -9.744  -0.149
O 18.731 -18.768 -9.925  0.404
O 21.421 -20.410 -9.747  0.010
O 15.420 -16.883 -11.461  -0.481
O 18.950 -16.648 -9.192  -0.144
O 21.879 -21.995 -6.529  0.154
O 13.255 -24.473 -8.043  -0.540
O 14.592 -14.774 -6.875  -0.378
O 21.777 -24.067 -7.313  -0.397
O 14.277 -18.327 -12.756  -0.436
O 19.431 -14.962 -2.659  -0.580
O 20.612 -20.153 -4.560  -0.379
O 15.491 -24.633 -8.318  -0.350
O 15.952 -13.332 -5.807  -0.520
O 24.231 -15.621 -7.707  -0.426
O 20.931 -21.151 -2.577  -0.598
O 20.538 -16.827 -12.009  0.072
O 18.548 -15.166 -4.714  -0.326
O 18.866 -16.992 -3.481  -0.394
O 14.559 -22.640 -7.932  -0.320
O 23.295 -19.335 -10.161  -0.341
O 15.217 -19.101 -8.294  -0.272
O 13.048 -18.576 -8.272  -0.394
O 22.084 -15.403 -7.170  -0.235
O 20.692 -18.106 -13.828  -0.406
O 18.838 -18.363 -7.769  -0.183
O 21.938 -18.621 -8.512  -0.143
O 21.335 -11.241 -12.437  -0.526
C 20.458 -11.962 -12.099  0.614
C 11.938 -18.772 -9.154  -0.594
C 15.624 -13.900 -6.796  0.487
C 21.063 -22.965 -6.957  0.283
C 15.759 -20.096 -12.581  -0.185
C 23.785 -22.392 -5.133  -1.411
C 15.860 -14.886 -8.821  0.505
C 17.639 -16.108 -5.264  0.513
C 19.182 -13.347 -10.812  0.798
C 15.297 -17.969 -11.924  0.297
C 19.009 -15.653 -3.529  0.661
C 18.476 -13.021 -12.132  -0.288
C 22.199 -19.362 -9.409  0.068
C 19.229 -16.822 -12.566  0.481
C 18.585 -19.760 -7.864  0.029
C 19.280 -17.789 -13.746  -0.051
C 14.122 -19.217 -8.756  0.383
C 22.002 -21.156 -10.851  0.476
C 14.323 -23.958 -8.083  0.491
C 18.356 -20.051 -9.369  0.587
C 21.366 -17.510 -12.816  0.274
C 18.886 -17.822 -8.984  -0.244
C 12.424 -19.785 -10.200  0.681
C 21.133 -20.245 -3.318  0.646
C 23.258 -22.425 -6.544  0.610
C 23.303 -15.788 -6.743  0.589
C 14.549 -15.347 -8.202  0.059
C 16.545 -23.772 -7.933  -0.355
C 22.098 -15.148 -8.561  0.665
C 21.259 -19.073 -5.237  1.557
C 21.819 -18.220 -4.109  0.013
C 23.168 -23.814 -7.200  -0.519
C 24.056 -15.942 -10.067  -1.060
C 17.812 -17.356 -4.363  -0.024
C 23.601 -15.097 -8.902  0.371
C 11.666 -21.090 -10.250  -1.568
C 23.325 -20.405 -11.092  -0.717
C 21.048 -21.147 -12.010  -1.420
C 14.670 -19.497 -13.468  -0.503
C 15.953 -22.392 -8.181  0.902
H 13.691 -14.854 -8.664  0.270
H 17.878 -16.364 -6.296  -0.343
H 24.195 -21.041 -10.937  0.300
H 17.399 -23.844 -8.618  0.278
H 17.642 -19.862 -7.325  0.411
H 25.122 -15.889 -10.261  0.440
H 11.344 -21.441 -9.272  0.414
H 20.121 -21.687 -11.812  0.334
H 22.016 -19.374 -5.969  -0.296
H 14.955 -19.273 -14.495  0.287
H 16.633 -15.653 -8.902  -0.374
H 11.551 -17.836 -9.552  0.266
H 19.627 -14.344 -10.765  -0.466
H 15.710 -14.550 -9.848  0.286
H 18.586 -17.209 -11.776  -0.152
H 18.069 -13.925 -12.583  0.223
H 23.685 -24.601 -6.653  0.335
H 16.898 -17.546 -3.796  0.289
H 12.485 -19.359 -11.201  0.142
H 22.146 -22.155 -10.441  0.359
H 21.173 -17.390 -3.845  0.030
H 16.119 -22.059 -9.202  -0.364
H 17.289 -20.216 -9.504  -0.723
H 23.442 -15.715 -10.940  0.255
H 23.346 -23.199 -4.546  0.394
H 24.870 -22.530 -5.155  0.430
H 18.969 -15.803 -12.840  -0.189
H 23.399 -19.965 -12.086  0.369
H 10.795 -20.941 -10.895  0.441
H 18.964 -17.297 -14.662  0.376
H 16.593 -20.454 -13.185  0.445
H 18.941 -20.878 -9.752  0.161
H 20.770 -20.121 -12.264  0.195
H 23.579 -23.784 -8.212  0.282
H 14.399 -16.419 -8.142  -0.017
H 16.623 -15.732 -5.184  0.198
H 21.594 -15.928 -9.141  -0.572
H 13.821 -20.182 -13.495  0.323
H 23.805 -21.769 -7.221  0.132
H 22.824 -17.859 -4.299  0.348
H 19.400 -20.306 -7.395  -0.350
H 11.151 -19.186 -8.518  0.333
H 21.620 -14.224 -8.886  0.105
H 17.622 -12.364 -11.958  0.303
H 23.630 -21.433 -4.643  0.215
H 20.536 -18.601 -5.908  -0.769
H 16.359 -21.698 -7.451  0.000
H 16.995 -23.966 -6.961  0.318
H 12.250 -21.877 -10.726  0.316
H 15.384 -20.931 -11.993  0.032
H 18.021 -18.280 -4.899  0.017
H 23.900 -14.047 -8.945  0.395
H 21.482 -21.570 -12.919  0.437
H 18.521 -13.217 -9.959  0.129
H 18.746 -18.721 -13.581  0.003
H 23.817 -16.975 -9.810  0.026

Values from the calculation:
SMILES string: C[C@H]1COC(=O)O1.C[C@H]1COC(=O)O1.C[C@H]1COC(=O)O1.C[C@H]1COC(=O)O1.O=C1OCCO1.O=C1OCCO1.O=C1OCCO1.O=C1OCCO1.O=C1OCCO1.O=C1OCCO1.O=C1OCCO1.O=C1OCCO1
Relative energy (zero: lowest compared OMol25 entry of this formula, charge and spin): 0.000 eV
E_LUMO: -0.553 eV
E: -4266.60728 hartree
Max |F|: 2.32 eV Å⁻¹
Spin multiplicity: 1

=====

Record 4
C6H8OS in the gas phase in a non-equilibrium geometry, computed with the ωB97M-V functional and the def2-TZVPD basis.

Each line ends with the Mulliken charge.
Cartesian coordinates (Å):
S 0.306 -1.237 1.594  -0.145
O 0.478 1.513 -1.177  -0.401
C 0.595 -0.842 -0.103  -0.231
C -1.677 0.364 0.394  -1.250
C 0.022 0.361 -1.935  -0.146
C -0.202 0.239 0.689  0.574
C 0.526 1.461 0.267  -0.633
C -0.093 -0.897 -1.490  -0.519
H -1.786 0.924 -0.557  0.332
H -0.758 -1.684 -2.114  0.276
H -0.204 0.722 -2.946  0.409
H -2.207 0.952 1.187  0.344
H 0.080 2.401 0.691  0.310
H 1.671 -0.543 -0.168  0.349
H 1.506 1.421 0.693  0.333
H -2.057 -0.618 0.196  0.400

Values from the calculation:
SMILES string: C[C@]12COC=C[C@@H]1S2
Relative energy (zero: lowest compared OMol25 entry of this formula, charge and spin): 3.505 eV
E_LUMO: 0.883 eV
E: -706.71736 hartree
Max |F|: 3.28 eV Å⁻¹
Spin multiplicity: 1

=====

Record 5
A 6-piece molecular cluster, C23H60NO26P5S overall in a non-equilibrium geometry, computed with the ωB97M-V functional and the def2-TZVPD basis.

Each line ends with the Mulliken charge.
Cartesian coordinates (Å):
S 1.887 1.346 4.916  1.157
P -0.086 -5.088 3.552  1.099
P -3.873 0.748 -0.250  0.746
P -0.618 5.500 -2.170  1.201
P -5.461 -5.315 -0.826  1.086
P 3.152 2.486 -8.112  0.968
O 0.522 -6.294 2.628  -0.270
O -3.895 -4.892 -0.252  -0.286
O 4.919 -1.127 4.482  -0.499
O 2.537 1.222 -8.950  -0.326
O -3.041 1.087 -1.708  -0.173
O -1.038 5.381 -3.826  -0.362
O -5.880 -5.846 0.545  -0.672
O -1.649 -5.472 2.960  -0.256
O 1.495 -4.607 4.046  -0.399
O 2.523 2.534 -6.721  -0.560
O 4.013 2.438 3.432  -0.321
O 1.919 3.479 -8.767  -0.303
O 1.882 0.015 4.182  -0.482
O 2.177 3.344 2.216  -0.457
O 0.884 5.508 -2.450  -0.678
O -2.770 1.652 0.544  -0.057
O 4.436 1.496 -7.528  -0.297
O -0.405 -5.603 4.955  -0.687
O -6.995 -5.609 -1.530  -0.334
O -4.780 0.507 1.194  -0.315
O -1.204 7.028 -2.167  -0.325
O -4.848 -6.524 -1.741  -0.350
O -0.364 5.545 -0.468  -0.441
O 0.658 2.185 4.594  -0.649
O 1.284 -0.390 0.656  -0.584
O -3.434 -0.715 -0.250  -0.572
N 6.059 -0.441 2.576  -0.466
C 5.937 1.156 4.765  -0.541
C 3.489 2.282 4.772  0.019
C -3.702 -7.247 -1.312  -0.561
C 1.609 -3.242 4.455  -0.591
C -0.362 4.256 0.145  -0.632
C 1.670 1.025 0.568  0.234
C 3.016 1.173 1.421  0.007
C 5.603 2.227 -7.158  -0.731
C 1.811 4.777 -8.202  -0.513
C -6.157 0.214 0.968  -0.775
C -0.565 4.226 -4.507  -0.553
C -2.732 -4.813 3.602  -0.664
C 1.681 0.895 6.728  -1.023
C -2.467 1.392 1.910  -0.477
C 4.695 1.638 5.649  -0.698
C 2.687 -0.107 -8.471  -0.588
C 5.601 -0.203 3.957  0.345
C 3.006 2.445 2.420  0.188
C -0.710 7.991 -1.247  -0.627
C 1.717 -6.962 3.005  -0.648
C -3.785 -3.535 0.178  -0.716
C -3.456 0.349 -2.850  -0.717
C -8.090 -4.920 -0.945  -0.589
H 1.917 1.205 -0.540  0.264
H -2.527 -3.744 3.693  0.313
H 1.718 -7.950 2.540  0.247
H -8.358 -5.373 0.011  0.269
H 0.957 -3.053 5.314  0.339
H 2.579 -6.408 2.630  0.248
H -3.029 0.820 -3.736  0.209
H 3.282 0.205 1.956  0.107
H -0.889 8.985 -1.664  0.247
H 2.795 5.248 -8.140  0.302
H 6.362 1.525 -6.817  0.242
H -6.257 -0.711 0.391  0.281
H 6.173 0.491 2.151  0.261
H 5.370 2.928 -6.350  0.305
H -3.631 -4.951 2.998  0.177
H -1.258 7.911 -0.307  0.237
H -3.177 1.921 2.547  0.347
H 3.895 1.384 0.701  0.322
H 0.362 7.876 -1.075  0.316
H -4.546 0.354 -2.936  0.337
H 0.446 3.644 -0.267  0.333
H 0.590 0.839 7.036  0.349
H -4.014 -2.865 -0.650  0.369
H -8.944 -5.001 -1.619  0.249
H 2.130 -0.147 6.902  0.320
H -1.321 3.764 -0.027  0.261
H -3.698 -7.400 -0.231  0.276
H -1.090 4.149 -5.461  0.246
H -6.629 1.037 0.428  0.314
H 2.641 -3.044 4.737  0.243
H 4.356 0.722 6.254  0.246
H 5.081 2.393 6.413  0.365
H -0.211 4.375 1.217  0.287
H -3.091 -0.678 -2.793  0.279
H -1.467 1.780 2.118  0.060
H 3.313 3.346 5.182  0.380
H -0.765 3.328 -3.918  0.188
H 1.787 -7.090 4.087  0.308
H 1.890 -0.717 -8.901  0.256
H 1.358 4.724 -7.210  0.147
H 1.334 -2.581 3.632  0.233
H -3.712 -8.225 -1.799  0.262
H -2.765 -3.352 0.509  0.273
H -2.477 0.324 2.132  0.222
H 6.404 1.959 4.111  0.253
H 3.644 -0.510 -8.806  0.244
H -2.907 -5.246 4.588  0.312
H -7.848 -3.864 -0.805  0.222
H -4.474 -3.346 1.008  0.284
H 0.604 -0.472 1.365  0.284
H 2.611 -0.157 -7.383  0.305
H -2.800 -6.719 -1.625  0.238
H 1.168 5.380 -8.845  0.253
H 0.794 1.645 0.939  -0.369
H 0.504 4.313 -4.708  0.280
H 5.988 2.774 -8.021  0.317
H 6.972 -0.920 2.587  0.274
H 2.245 1.648 7.395  0.329
H 6.758 0.844 5.514  0.387
H -6.651 0.092 1.930  0.264

Values from the calculation:
SMILES string: CS(=O)(=O)[C@@H](CCC(N)=O)OC(=O)CCO.COP(=O)(OC)OC.COP(=O)(OC)OC.COP(=O)(OC)OC.COP(=O)(OC)OC.COP(=O)(OC)OC
E_LUMO: -2.769 eV
E: -5027.83563 hartree
Max |F|: 9.91 eV Å⁻¹
Spin multiplicity: 1